A cluster of 6 separate species, C17H49N3O6 in total at a distorted geometry, computed with ωB97M-V with the def2-TZVPD basis set.

The value obtained for the lowest unoccupied orbital energy is 0.55 eV. Its spin multiplicity is 1. The value obtained for the electronic energy is -1292.71278 Ha.

Structure (XYZ):
```
75
C17H49N3O6, DFT ωB97M-V with the def2-TZVPD basis set
C -2.48 3.75 -4.72
O -1.43 3.96 -3.80
C -1.71 3.34 -2.55
C -0.60 3.67 -1.58
C 0.75 3.06 -1.97
N -1.01 3.31 -0.19
H -2.22 4.33 -5.61
H -3.42 4.16 -4.33
H -2.59 2.69 -4.92
H -2.62 3.79 -2.15
H -1.88 2.26 -2.66
H -0.44 4.75 -1.55
H 1.52 3.27 -1.22
H 1.08 3.55 -2.89
H 0.70 1.98 -2.08
H -0.36 2.62 0.19
H -0.82 4.14 0.36
C 1.82 2.65 3.69
O 1.16 1.48 3.25
C 0.69 0.66 4.31
C 1.80 -0.13 4.98
C 2.50 -1.02 3.97
N 1.21 -0.97 6.02
H 2.00 3.26 2.81
H 2.78 2.45 4.17
H 1.17 3.22 4.37
H 0.09 1.29 4.98
H 0.00 -0.07 3.87
H 2.58 0.54 5.37
H 3.05 -0.47 3.20
H 1.88 -1.77 3.48
H 3.37 -1.55 4.39
H 0.57 -0.44 6.61
H 1.92 -1.31 6.66
C -4.22 -5.21 0.02
O -3.18 -4.42 0.53
C -3.07 -3.19 -0.15
C -1.89 -2.40 0.40
C -1.92 -2.32 1.92
N -1.93 -1.05 -0.20
H -4.04 -5.45 -1.04
H -5.18 -4.69 0.11
H -4.26 -6.14 0.58
H -2.93 -3.38 -1.22
H -3.96 -2.56 -0.04
H -0.96 -2.91 0.10
H -2.91 -2.07 2.30
H -1.21 -1.58 2.29
H -1.66 -3.29 2.34
H -1.76 -1.18 -1.19
H -1.13 -0.54 0.17
C 1.05 -0.97 -3.95
C -0.38 -0.56 -3.65
C -1.11 0.01 -4.84
O -1.10 -1.66 -3.07
H 1.57 -1.12 -3.00
H 1.57 -0.16 -4.46
H 1.09 -1.89 -4.54
H -0.36 0.22 -2.88
H -0.75 1.01 -5.11
H -2.18 0.16 -4.65
H -1.05 -0.62 -5.73
H -1.68 -2.02 -3.75
C 4.84 -1.81 0.98
O 5.38 -0.55 1.41
H 4.21 -2.17 1.80
H 4.17 -1.63 0.13
H 5.68 -2.44 0.71
H 5.48 0.03 0.65
C 1.66 0.19 0.18
O 0.47 0.63 0.81
H 2.10 -0.70 0.66
H 1.39 -0.13 -0.83
H 2.38 1.01 0.12
H 0.71 1.07 1.65
```

Löwdin analysis output, partial charges in e: atom 1 (C): -0.11, atom 2 (O): -0.20, atom 3 (C): -0.21, atom 4 (C): -0.41, atom 5 (C): -0.05, atom 6 (N): 0.05, atom 7 (H): 0.09, atom 8 (H): 0.09, atom 9 (H): 0.07, atom 10 (H): 0.12, atom 11 (H): 0.12, atom 12 (H): 0.13, atom 13 (H): 0.07, atom 14 (H): 0.08, atom 15 (H): 0.05, atom 16 (H): 0.03, atom 17 (H): 0.06, atom 18 (C): -0.08, atom 19 (O): -0.24, atom 20 (C): -0.17, atom 21 (C): -0.44, atom 22 (C): -0.07, atom 23 (N): 0.04, atom 24 (H): 0.09, atom 25 (H): 0.09, atom 26 (H): 0.09, atom 27 (H): 0.13, atom 28 (H): 0.13, atom 29 (H): 0.13, atom 30 (H): 0.07, atom 31 (H): 0.09, atom 32 (H): 0.08, atom 33 (H): 0.07, atom 34 (H): 0.08, atom 35 (C): -0.12, atom 36 (O): -0.19, atom 37 (C): -0.23, atom 38 (C): -0.44, atom 39 (C): -0.05, atom 40 (N): 0.06, atom 41 (H): 0.08, atom 42 (H): 0.09, atom 43 (H): 0.08, atom 44 (H): 0.12, atom 45 (H): 0.13, atom 46 (H): 0.14, atom 47 (H): 0.08, atom 48 (H): 0.05, atom 49 (H): 0.08, atom 50 (H): 0.04, atom 51 (H): 0.03, atom 52 (C): -0.04, atom 53 (C): -0.49, atom 54 (C): -0.06, atom 55 (O): -0.07, atom 56 (H): 0.06, atom 57 (H): 0.08, atom 58 (H): 0.08, atom 59 (H): 0.11, atom 60 (H): 0.08, atom 61 (H): 0.08, atom 62 (H): 0.09, atom 63 (H): 0.09, atom 64 (C): -0.14, atom 65 (O): -0.14, atom 66 (H): 0.06, atom 67 (H): 0.07, atom 68 (H): 0.08, atom 69 (H): 0.07, atom 70 (C): -0.14, atom 71 (O): -0.16, atom 72 (H): 0.06, atom 73 (H): 0.06, atom 74 (H): 0.08, atom 75 (H): 0.04

---

A structure of composition C3H3CuO2 at a distorted geometry, computed with ωB97M-V with the def2-TZVPD basis set.

The relative energy (zero: lowest compared OMol25 entry of this formula, charge and spin) comes out at 3.6450 eV. The value obtained for the lowest unoccupied orbital energy (alpha / beta) is -1.46 / -1.46 eV. Its spin multiplicity is 1. The value obtained for the electronic energy is -1906.89992 Ha.

Structure (XYZ):
```
9
C3H3CuO2, DFT ωB97M-V with the def2-TZVPD basis set
O 0.52 -0.97 -0.27
C 0.77 0.34 -0.15
C -0.52 0.89 0.16
C -1.30 -0.28 0.08
H -0.80 1.92 -0.07
H -1.46 -0.89 0.97
H -2.00 -0.43 -0.75
O 1.93 0.71 0.21
Cu 2.86 -1.29 -0.19
```

Löwdin analysis output, partial charges in e: atom 1 (O): -0.12, atom 2 (C): -0.66, atom 3 (C): -0.12, atom 4 (C): 0.06, atom 5 (H): 0.08, atom 6 (H): 0.09, atom 7 (H): 0.09, atom 8 (O): -0.07, atom 9 (Cu): 0.67

---

A structure of composition C29H34AuGe2S2Si, computed with ωB97M-V with the def2-TZVPD basis set.

The relative energy (zero: lowest compared OMol25 entry of this formula, charge and spin) comes out at 0.0000 eV. The value obtained for the lowest unoccupied orbital energy (alpha / beta) is -0.77 / -2.22 eV. Its expectation value of S² is 0.76. Its spin multiplicity is 2. The value obtained for the electronic energy is -6500.88768 Ha.

Structure (XYZ):
```
69
C29H34AuGe2S2Si, DFT ωB97M-V with the def2-TZVPD basis set
Au -1.05 0.86 -0.37
S -2.02 3.00 -0.27
C -2.30 3.29 -1.97
C -2.92 4.51 -2.33
C -3.20 4.82 -3.64
C -2.87 3.92 -4.66
C -2.26 2.73 -4.34
C -1.97 2.41 -3.01
S -1.14 0.87 -2.76
H -3.18 5.20 -1.54
H -3.68 5.76 -3.87
H -3.08 4.15 -5.69
H -1.99 2.03 -5.13
C -3.85 -0.73 -1.24
Si -2.10 -1.27 -0.81
C -1.51 -2.57 -2.00
C -2.12 -1.95 0.93
C -3.10 -1.54 1.84
C -3.15 -2.04 3.13
C -2.20 -2.96 3.55
C -1.21 -3.38 2.67
C -1.17 -2.88 1.38
H -4.54 -1.57 -1.17
H -3.86 -0.34 -2.26
H -4.20 0.06 -0.58
H -2.21 -3.40 -1.96
H -0.52 -2.95 -1.77
H -1.49 -2.19 -3.02
H -3.85 -0.81 1.53
H -3.93 -1.72 3.81
H -2.23 -3.35 4.56
H -0.46 -4.09 3.00
H -0.39 -3.22 0.71
C 4.41 -1.14 -0.76
Ge 2.51 -1.50 -1.01
C 2.00 -1.23 -2.88
C 2.25 -3.40 -0.58
Ge 1.22 0.01 0.40
C 1.10 -0.59 2.25
C 2.01 -1.53 2.73
C 1.99 -1.92 4.06
C 1.05 -1.39 4.93
C 0.13 -0.47 4.46
C 0.15 -0.07 3.13
C 2.02 1.79 0.37
C 2.83 2.21 -0.69
C 3.35 3.49 -0.73
C 3.08 4.38 0.29
C 2.27 3.99 1.35
C 1.74 2.71 1.39
H 4.99 -1.74 -1.46
H 4.72 -1.39 0.26
H 4.64 -0.08 -0.92
H 2.57 -1.89 -3.52
H 2.18 -0.20 -3.19
H 0.94 -1.43 -3.01
H 2.92 -3.99 -1.21
H 1.24 -3.73 -0.78
H 2.48 -3.61 0.47
H 2.76 -1.95 2.06
H 2.72 -2.65 4.42
H 1.03 -1.70 5.97
H -0.62 -0.06 5.13
H -0.60 0.63 2.77
H 3.04 1.52 -1.51
H 3.98 3.79 -1.56
H 3.48 5.38 0.26
H 2.04 4.69 2.15
H 1.11 2.42 2.22
```

Löwdin analysis output, partial charges in e: atom 1 (Au): 0.41, atom 2 (S): 0.52, atom 3 (C): -0.71, atom 4 (C): -0.14, atom 5 (C): -0.10, atom 6 (C): -0.10, atom 7 (C): -0.14, atom 8 (C): -0.65, atom 9 (S): 0.63, atom 10 (H): 0.09, atom 11 (H): 0.10, atom 12 (H): 0.10, atom 13 (H): 0.09, atom 14 (C): -0.21, atom 15 (Si): 0.42, atom 16 (C): -0.20, atom 17 (C): -0.31, atom 18 (C): -0.10, atom 19 (C): -0.08, atom 20 (C): -0.09, atom 21 (C): -0.08, atom 22 (C): -0.11, atom 23 (H): 0.04, atom 24 (H): 0.02, atom 25 (H): 0.03, atom 26 (H): 0.05, atom 27 (H): 0.00, atom 28 (H): 0.02, atom 29 (H): 0.09, atom 30 (H): 0.10, atom 31 (H): 0.10, atom 32 (H): 0.11, atom 33 (H): 0.08, atom 34 (C): -0.24, atom 35 (Ge): 0.67, atom 36 (C): -0.25, atom 37 (C): -0.24, atom 38 (Ge): 0.80, atom 39 (C): -0.37, atom 40 (C): -0.12, atom 41 (C): -0.09, atom 42 (C): -0.09, atom 43 (C): -0.09, atom 44 (C): -0.14, atom 45 (C): -0.37, atom 46 (C): -0.13, atom 47 (C): -0.08, atom 48 (C): -0.08, atom 49 (C): -0.08, atom 50 (C): -0.12, atom 51 (H): 0.02, atom 52 (H): 0.02, atom 53 (H): 0.00, atom 54 (H): 0.02, atom 55 (H): 0.01, atom 56 (H): -0.02, atom 57 (H): 0.02, atom 58 (H): -0.01, atom 59 (H): 0.01, atom 60 (H): 0.07, atom 61 (H): 0.10, atom 62 (H): 0.10, atom 63 (H): 0.11, atom 64 (H): 0.09, atom 65 (H): 0.08, atom 66 (H): 0.10, atom 67 (H): 0.10, atom 68 (H): 0.10, atom 69 (H): 0.09